C2H6N2 in the gas phase in a non-equilibrium geometry. Source: the OMol25 dataset; level of theory: ωB97M-V/def2-TZVPD.

Its SMILES is [H]/N=C\NC. The strongest force on any atom comes out at 2.9 eV/A. For the HOMO energy, the calculation gives -8.91 eV. Its net charge is 0. The spin multiplicity is 1. The calculation puts the total energy at -189.271372 a.u. The LUMO energy comes out at 1.021 eV. The value obtained for the molar mass is 58.08 g/mol. Its HOMO-LUMO gap is 9.9289 eV.

Positions of all 10 atoms, in Å:
C 1.041 0.783 -0.242
N 0.188 -0.320 0.159
C -1.198 -0.244 -0.012
N -1.823 -1.344 0.148
H 0.548 -0.840 0.953
H -0.943 -1.933 0.469
H -1.614 0.681 -0.439
H 0.921 1.626 0.444
H 0.790 1.118 -1.253
H 2.089 0.473 -0.228